[1]
61
Properties=species:S:1:pos:R:3:forces:R:3:lowdin_charge:R:1 method="wB97M-V/def2-TZVPD" homo_energy_ha=-0.036 total_charge=-2 spin_multiplicity=1 lumo_energy_ha=0.16909 total_energy_ev=-79220.908
Pd 0.49025 2.97415 0.10480 0.5 0.0 -0.1 0.40
S 1.54748 1.28413 2.96486 0.1 0.1 0.1 0.14
S 0.94398 1.67089 -3.10311 0.1 0.1 -0.1 0.12
P 0.33171 0.50470 -1.62092 -0.1 -0.4 0.2 0.27
P 0.55034 0.39735 1.47766 -0.2 -0.3 -0.1 0.27
O -0.11545 5.87418 0.47845 0.1 0.0 0.0 -0.02
N 3.76051 2.59186 0.57980 -0.1 0.1 -0.3 0.04
N 4.62752 4.58623 0.14730 0.2 -0.1 -0.1 0.01
C 0.78733 -1.40262 1.86261 0.2 0.0 0.0 -0.36
C -3.55233 -0.16577 1.51749 0.0 0.0 0.0 -0.11
C 1.00131 0.79517 -0.09388 -0.5 0.5 0.1 -0.66
C 0.17208 -2.31753 -1.32853 0.0 0.0 0.0 -0.12
C 1.20621 -3.92700 -2.78286 0.0 0.0 0.0 -0.12
C -1.73883 1.72028 2.43749 0.0 0.0 0.0 -0.13
C 2.14955 -3.37564 1.53468 0.0 0.0 0.0 -0.11
C 0.05403 -2.09820 2.82213 0.0 0.0 0.0 -0.10
C -2.18819 -0.36193 1.34808 0.0 0.0 0.0 -0.11
C -1.26448 0.57438 1.80535 0.1 0.0 0.0 -0.34
C -4.01272 0.98048 2.14858 0.0 0.0 0.0 -0.12
C 1.38918 -1.56882 -3.24078 0.0 0.0 0.0 -0.11
C 1.84092 -2.05777 1.23029 0.0 0.0 0.0 -0.11
C 0.44544 -3.63681 -1.65763 0.0 0.0 0.0 -0.10
C 1.67959 -2.88727 -3.57134 0.0 0.0 0.0 -0.11
C -3.10079 1.92343 2.60677 0.0 0.0 0.0 -0.10
C -3.70094 -0.41825 -2.24251 0.0 0.0 0.0 -0.11
C 0.13151 4.75669 0.34114 -0.2 0.0 0.0 -0.35
C 4.45607 2.45864 -0.58931 0.1 0.1 0.0 -0.13
C 1.39910 -4.06624 2.47668 0.0 0.0 0.0 -0.12
C -2.31463 -0.52199 -2.17918 0.0 0.0 0.0 -0.10
C 0.63305 -1.26228 -2.11382 0.1 0.0 0.0 -0.33
C 3.86937 3.88005 0.95323 -0.1 0.2 0.3 -0.27
C 0.34908 -3.42154 3.11971 0.0 0.0 0.0 -0.11
C -3.56602 1.81118 -1.38624 0.0 0.0 0.0 -0.10
C -4.33498 0.74604 -1.84021 0.0 0.0 0.0 -0.13
C -2.18707 1.70470 -1.32926 0.0 0.0 0.1 -0.12
C -1.53295 0.53127 -1.70835 0.0 0.0 -0.1 -0.32
C 5.00789 3.68833 -0.82966 -0.1 -0.1 0.1 -0.21
H 3.06117 1.95133 0.95168 0.0 -0.1 0.0 0.02
H 4.45070 1.54292 -1.15312 0.0 0.0 0.0 0.10
H 1.63060 -5.09956 2.71084 0.0 0.0 0.0 0.08
H 3.34102 4.25684 1.81450 0.0 0.0 0.0 0.10
H 2.96792 -3.86903 1.02251 0.0 0.0 0.0 0.09
H -0.75001 -1.59508 3.34547 0.0 0.0 0.0 0.10
H -0.40831 -2.10577 -0.44066 0.0 0.0 0.0 0.09
H -1.59439 2.54345 -0.96902 0.0 0.0 0.0 0.04
H 2.27692 -3.10212 -4.45086 0.0 0.0 0.0 0.09
H -1.84934 -1.43835 -2.51562 0.0 0.0 0.0 0.09
H -1.01785 2.45084 2.78460 0.0 0.0 0.0 0.06
H -5.41614 0.82447 -1.87848 0.0 0.0 0.0 0.09
H 1.43146 -4.95640 -3.03936 0.0 0.0 0.0 0.08
H -4.25274 -0.89835 1.13349 0.0 0.0 0.0 0.09
H -3.45259 2.82716 3.09186 0.0 0.0 0.0 0.09
H 5.62623 3.98683 -1.66140 0.0 0.0 0.0 0.07
H -0.23743 -3.95060 3.86325 0.0 0.0 0.0 0.09
H 1.74171 -0.74552 -3.85164 0.0 0.0 0.0 0.04
H 2.40445 -1.51256 0.48019 0.0 0.0 0.0 0.10
H 0.08105 -4.43471 -1.02072 0.0 0.0 0.0 0.10
H -4.04251 2.73056 -1.06500 0.0 0.0 0.0 0.10
H -4.28335 -1.25646 -2.61082 0.0 0.0 0.0 0.09
H -5.07780 1.14486 2.26990 0.0 0.0 0.0 0.09
H -1.84490 -1.25925 0.84887 0.0 0.0 0.0 0.09

[2]
66
Properties=species:S:1:pos:R:3:forces:R:3:lowdin_charge:R:1 method="wB97M-V/def2-TZVPD" homo_energy_ha=-0.064 total_charge=-2 spin_multiplicity=1 lumo_energy_ha=0.15269 total_energy_ev=-69302.119
Ag 0.48575 1.09701 1.28064 0.1 0.0 0.1 0.51
S -3.85896 -1.03599 -4.12759 0.0 0.0 0.0 0.99
S 0.39758 -0.08833 3.72880 0.0 0.0 0.0 0.41
O -5.31696 1.01890 -4.66961 0.0 0.0 0.0 -0.03
N 0.08214 3.66329 1.03204 0.0 0.0 0.0 0.02
N -0.96633 4.09661 0.31198 0.0 0.0 0.0 -0.10
N 2.27263 -1.79149 2.59131 0.0 0.0 0.0 0.01
N -2.58402 2.15324 0.42745 0.0 0.0 0.0 -0.09
N -1.90681 1.22093 1.11975 0.0 0.0 -0.1 0.01
N 8.48738 -2.12201 -4.13663 0.0 0.0 0.0 0.11
N 0.82479 -2.82580 3.98354 0.0 0.0 0.0 -0.17
C -4.58935 0.57192 -3.81547 0.1 0.0 0.0 -0.74
C 4.19260 -0.43462 -1.33273 0.0 0.0 0.0 -0.26
C -4.07411 1.10506 1.68163 0.0 0.0 0.0 -0.09
C -0.13354 5.88554 1.31195 0.0 0.0 0.0 -0.11
C 2.57432 -3.16068 2.62461 0.0 0.0 0.0 -0.16
C 7.57011 -1.76331 -3.53842 0.0 0.0 0.0 -0.22
C -1.48511 -1.84151 -0.31157 0.0 0.1 0.0 -0.23
C 0.58934 4.72781 1.63890 0.0 0.0 0.0 -0.19
C 1.72329 -3.77894 3.44821 0.0 0.0 0.0 -0.14
C 6.42957 -1.31689 -2.79532 0.0 0.0 0.0 -0.27
C -2.75811 -2.38834 -0.48676 0.0 0.0 0.0 -0.04
C -3.47038 -2.15325 -1.65068 0.0 0.0 0.0 -0.12
C -0.75668 -1.98532 0.90721 0.2 -0.1 -0.1 -0.01
C 4.49576 0.10285 -2.59780 0.0 0.0 0.0 -0.03
C 5.59094 -0.32774 -3.31584 0.0 0.0 0.0 -0.05
C -1.63536 -0.85416 -2.50802 0.0 0.0 0.0 -0.10
C -2.91778 -1.37487 -2.66205 0.0 0.0 0.0 -0.58
C -0.48794 -3.25896 4.38692 0.0 0.0 0.0 -0.12
C 2.09641 0.39650 0.04861 0.0 0.1 0.0 -0.11
C -1.12076 5.42275 0.46197 0.0 0.0 0.0 -0.13
C 0.87533 -1.68648 3.04120 0.0 0.0 0.0 -0.93
C -2.78558 0.58495 1.88126 0.0 0.0 0.0 -0.18
C 6.14524 -1.86445 -1.54143 0.0 0.0 0.0 -0.05
C 3.07010 0.01165 -0.59276 0.0 -0.1 0.0 -0.19
C -4.24782 1.28151 -2.54025 0.0 0.0 0.0 -0.05
C -0.92691 -1.07444 -1.34259 0.0 0.0 0.0 -0.01
C -0.02987 -1.93074 1.86812 -0.2 0.1 0.1 -0.05
C 5.04924 -1.43057 -0.82697 0.0 0.0 0.0 -0.03
C -3.88668 2.11152 0.75113 0.0 0.0 0.0 -0.14
B -1.85071 3.12954 -0.53018 0.0 0.0 0.0 -0.47
H -3.18936 1.54840 -2.51116 0.0 0.0 0.0 0.07
H -4.84640 2.18748 -2.48106 0.0 0.0 0.0 0.09
H -4.99573 0.80339 2.15123 0.0 0.0 0.0 0.07
H 0.05050 -0.63129 -1.19464 0.0 0.0 0.0 0.08
H 4.83072 -1.85136 0.14550 0.0 0.0 0.0 0.11
H -4.42401 0.64859 -1.67029 0.0 0.0 0.0 0.08
H -4.58099 2.80121 0.29864 0.0 0.0 0.0 0.10
H -1.01914 -2.40038 4.79874 0.0 0.0 0.0 0.06
H -3.19548 -2.97193 0.31305 0.0 0.0 0.0 0.11
H -1.15940 2.49773 -1.29896 0.0 0.0 0.0 0.06
H 3.44651 -3.56470 2.13570 0.0 0.0 0.0 0.09
H -1.91980 5.93652 -0.04685 0.0 0.0 0.0 0.10
H 1.73970 -4.79602 3.80674 0.0 0.0 0.0 0.09
H 1.44803 4.61502 2.28261 0.0 0.0 0.0 0.09
H 5.80909 0.09748 -4.28738 0.0 0.0 0.0 0.11
H -2.43357 -0.19043 2.54517 0.0 0.0 0.0 0.07
H -4.46924 -2.55425 -1.77232 0.0 0.0 0.0 0.10
H 6.79326 -2.63101 -1.13567 0.0 0.0 0.0 0.11
H 0.03451 6.89722 1.64224 0.0 0.0 0.0 0.07
H -1.07971 -3.67037 3.55444 0.0 0.0 0.0 0.07
H -1.20588 -0.24344 -3.29262 0.0 0.0 0.0 0.11
H 3.84578 0.86929 -2.99756 0.0 0.0 0.0 0.11
H -2.69510 3.80338 -1.09132 0.0 0.0 0.0 0.06
H -0.39372 -4.02224 5.16322 0.0 0.0 0.0 0.07
H 2.44662 -1.27101 1.73799 0.0 0.0 0.0 0.05

[3]
75
Properties=species:S:1:pos:R:3:forces:R:3:mulliken_spin:R:1 method="wB97M-V/def2-TZVPD" homo_energy_ha="-0.497 / -0.497" total_charge=+2 spin_multiplicity=4 lumo_energy_ha="-0.25433 / -0.33697" total_energy_ev=-135163.604
Mo -0.78491 -0.14854 -0.47750 0.2 -1.2 0.2 2.29
Cl -0.83921 2.54793 -6.68943 0.0 0.0 0.0 -0.01
Cl 0.52356 -0.16546 -6.10989 -0.1 0.1 0.2 0.08
Cl 0.79950 -1.21189 -3.28407 -0.3 0.3 -0.2 0.10
Cl -1.80928 4.25058 -4.30641 0.1 -0.3 0.1 0.09
Cl -1.48771 3.32941 -1.46599 0.0 -0.2 -0.1 0.08
S 1.32276 -1.51396 0.05586 -0.2 -0.1 0.2 -0.03
S -1.88159 -1.98786 -1.32363 -0.5 0.6 0.1 -0.25
N 0.01277 1.53341 0.48896 0.4 0.8 0.2 -0.07
N -0.54443 -3.93359 -2.51651 -0.3 0.6 -0.3 0.00
N -2.62557 0.82352 -0.32387 -0.4 0.0 -0.2 -0.05
N -2.55626 2.68351 2.97455 -0.1 -0.3 0.1 0.00
N -0.95774 -4.19148 -0.21590 -0.4 0.5 0.4 -0.01
N -3.02140 1.47888 0.79288 -0.2 0.2 0.0 0.00
N 3.05371 0.02556 -1.29107 0.0 0.2 -0.1 0.02
N -0.68571 2.21560 1.41972 0.0 0.2 -0.1 0.02
N 3.88757 -1.25343 0.47029 0.0 0.2 -0.1 0.01
N -1.22089 -0.58616 1.59818 0.1 -0.5 0.3 -0.07
N -1.74189 0.26770 2.50865 0.0 0.1 0.1 0.01
N -3.11582 3.81021 2.46800 -0.1 0.1 -0.3 0.00
C -1.99022 -0.39532 3.64643 0.0 -0.1 0.0 0.02
C -4.31961 1.79561 0.67680 0.1 0.0 -0.2 0.04
C -0.06257 3.36390 1.70227 0.1 0.0 0.0 0.02
C 1.08299 3.44440 0.92753 0.1 -0.1 -0.1 0.01
C -1.00105 2.22975 -2.67276 0.2 -0.3 1.0 0.27
C 4.47370 1.37944 -2.68684 0.0 0.1 0.0 0.00
C 2.83845 -0.82054 -0.29288 0.0 -0.1 -0.3 0.01
C 4.29352 0.45503 -1.53488 0.0 -0.1 0.3 0.00
C 5.37739 0.06316 -0.73653 0.0 0.0 -0.1 0.01
C -0.08057 0.75436 -4.82558 0.0 0.2 -0.8 0.15
C -3.68077 0.75338 -1.14612 -0.1 0.1 0.1 0.04
C 0.00745 -5.97165 -1.43436 -0.1 0.2 0.1 0.00
C -1.14605 -1.79082 2.17544 -0.1 0.0 0.2 0.03
C -2.53070 2.74366 4.33767 0.1 0.0 0.0 0.00
C -1.12101 2.73179 -4.01240 -0.2 0.5 -0.6 0.16
C 0.01127 0.27952 -3.47735 0.3 -0.4 0.8 0.18
C 5.15577 -0.81920 0.28855 0.0 0.0 -0.1 0.00
C -0.02929 -5.15706 -2.55193 0.1 -0.3 0.2 0.00
C -1.01633 -3.52057 -1.35386 1.0 -1.1 -0.1 0.02
C -0.46388 -5.42740 -0.23778 0.2 -0.3 -0.4 0.00
C 6.20958 -1.31677 1.21074 0.0 -0.1 0.1 0.00
C -3.45875 4.55049 3.50222 0.1 -0.1 0.1 0.00
C -0.49318 0.95485 -2.34583 -0.1 0.5 -1.1 -0.19
C -0.68198 1.97615 -5.09194 0.1 0.0 -0.2 -0.01
C -4.77866 1.35500 -0.55335 0.0 -0.1 0.0 0.00
C -1.61951 -1.71623 3.47921 0.0 0.0 0.0 0.00
C -3.11256 3.92036 4.71714 0.0 0.2 0.0 0.00
C 1.08225 2.27802 0.17649 0.0 0.1 0.2 0.00
C -0.43480 -6.19800 1.04156 0.0 0.1 0.0 0.00
B -2.03185 1.68617 1.98158 0.0 0.1 0.1 0.00
H 4.10461 2.37331 -2.41839 0.0 0.0 0.0 0.00
H 6.11696 -2.39131 1.37358 0.0 0.0 0.0 0.00
H 3.87751 1.03679 -3.53174 0.0 0.0 0.0 0.00
H -3.26090 4.28881 5.71736 0.0 0.0 0.0 0.00
H 1.76652 1.93164 -0.57653 0.1 0.0 -0.1 0.01
H -0.45607 4.06318 2.42150 -0.1 -0.1 0.0 0.00
H 0.37961 -6.98448 -1.48293 0.0 0.0 0.0 0.00
H -0.80328 -2.65395 1.62708 0.0 0.0 -0.1 0.00
H -5.77352 1.44809 -0.95103 0.0 0.0 0.0 0.00
H 3.68284 -1.92486 1.19933 0.0 0.0 0.1 0.00
H 0.35930 -5.48846 -3.50814 0.0 0.0 0.0 0.00
H 0.39944 -5.86166 1.66090 0.0 0.0 0.0 0.00
H 7.19676 -1.09763 0.81466 0.0 0.0 0.0 0.00
H 6.11796 -0.82912 2.18419 0.0 0.0 0.0 0.00
H -0.30959 -7.26024 0.84511 0.0 0.0 0.1 0.00
H -3.59214 0.28926 -2.11576 0.0 -0.1 0.0 0.00
H 5.51835 1.46389 -2.97410 0.0 0.0 0.0 0.00
H -1.69038 -2.50508 4.20659 0.0 0.0 0.0 0.00
H -1.35292 -6.03194 1.60188 0.0 0.0 0.0 0.00
H -4.84323 2.32694 1.44849 0.1 0.1 0.1 0.00
H 6.37136 0.43806 -0.92872 0.0 0.0 0.0 0.00
H -2.42194 0.08433 4.50663 0.0 0.0 -0.1 0.00
H 1.80493 4.24184 0.91205 0.0 0.0 0.0 0.00
H -3.93201 5.50603 3.34648 0.0 0.0 0.0 0.00
H -2.06665 1.98113 4.93946 0.0 0.1 0.0 0.00